--- a ---
Here is 2 unconnected molecules or ions with the total composition C5H13N2O from the OMol25 dataset. Energies are from the ωB97M-V functional and the def2-TZVPD basis.

Positions of all 21 atoms, in Å:
1 C -0.66165 0.17845 2.10437
2 O 0.48183 -0.70897 2.04394
3 C -1.55342 -0.12458 0.93688
4 C -2.59259 0.60176 0.58125
5 H -0.27095 1.19950 2.07389
6 H -1.17545 0.02993 3.05082
7 H 0.75293 -0.89213 2.94819
8 H -1.30404 -1.03060 0.39740
9 H -3.21942 0.31765 -0.24925
10 H -2.85047 1.49530 1.14080
11 C 0.51502 1.47317 -2.47006
12 N 0.63510 0.50745 -1.37484
13 C 1.36022 -0.56941 -1.44982
14 N 1.56384 -1.41292 -0.46501
15 H 0.98431 2.41080 -2.19895
16 H -0.53925 1.64014 -2.67877
17 H 0.99955 1.06486 -3.34914
18 H 0.12460 0.69215 -0.51926
19 H 1.85870 -0.77770 -2.38641
20 H 1.18876 -1.23836 0.47067
21 H 1.91104 -2.32910 -0.69683

Output
total charge = +1
multiplicity = 1
highest occupied orbital energy = -13.6 eV
HOMO-LUMO gap = 10.7 eV
molecular weight = 117.172 g/mol


--- b ---
Here is a gas-phase ion, C5H13N2O (charge +1) from the OMol25 dataset. Energies are from the ωB97M-V functional and the def2-TZVPD basis.

Positions of all 21 atoms, in Å:
1 C -0.63323 -1.72855 -2.23136
2 C 0.09575 -0.57572 -1.52993
3 C -0.32281 -0.40673 -0.09383
4 C 0.59867 0.61377 0.72248
5 N 0.64150 1.85614 -0.11813
6 C 0.00002 0.85548 2.09456
7 N -0.14968 -0.21773 2.88533
8 O -0.35720 2.00244 2.28544
9 H -1.14913 -1.19654 -3.04099
10 H -1.34518 -2.24993 -1.59531
11 H -0.03045 -2.48041 -2.73469
12 H -0.11161 0.41028 -2.03958
13 H 1.17904 -0.73182 -1.59384
14 H -1.34304 -0.01287 -0.08557
15 H -0.36088 -1.33271 0.47320
16 H 1.60040 0.12488 0.82798
17 H -0.06140 1.92212 -0.85060
18 H 0.43207 2.58015 0.63053
19 H 1.56702 1.90405 -0.57240
20 H -0.49099 -0.20287 3.85940
21 H 0.24114 -1.13343 2.70731

Output
total charge = +1
multiplicity = 1
SMILES = CCC[C@@H]([NH3+])C(N)=O
highest occupied orbital energy = -14.7 eV
HOMO-LUMO gap = 11.4 eV
molecular weight = 117.172 g/mol


--- c ---
Here is a gas-phase ion, C5H13N2O (charge +1) from the OMol25 dataset. Energies are from the ωB97M-V functional and the def2-TZVPD basis.

Positions of all 21 atoms, in Å:
1 C 1.58561 -0.56493 -1.55577
2 C 0.26033 -0.34110 -1.49846
3 N -0.62354 -0.82468 -2.45229
4 C -0.27755 0.84057 -0.70773
5 C -0.44083 0.62372 0.79806
6 N -1.50376 -0.41358 1.08308
7 C 0.90353 0.25028 1.47103
8 O 0.59191 0.41441 2.87761
9 H 2.23725 -0.24120 -0.75853
10 H 2.20239 -0.83517 -2.42018
11 H -1.61952 -0.73661 -2.52665
12 H -0.22323 -1.60076 -2.94985
13 H 0.28180 1.79929 -0.76230
14 H -1.22611 1.12783 -1.21695
15 H -0.70625 1.52246 1.37058
16 H -1.11713 -1.35864 0.99232
17 H -2.36089 -0.36865 0.51819
18 H -1.79319 -0.37325 2.07417
19 H 0.95990 -0.86561 1.40305
20 H 1.80240 0.74839 1.07323
21 H 1.06691 1.19721 3.18737

Output
total charge = +1
multiplicity = 1
SMILES = C=C(N)C[C@@H]([NH3+])CO
highest occupied orbital energy = -11.6 eV
HOMO-LUMO gap = 8.1 eV
molecular weight = 117.172 g/mol


Quick one: most stable of them? b


--- a ---
Here is a gas-phase ion, C5H13N2O (charge +1) from the OMol25 dataset. Energies are from the ωB97M-V functional and the def2-TZVPD basis.

Positions of all 21 atoms, in Å:
1 C -1.49580 -2.23475 0.94515
2 C -0.82277 -0.88159 1.17047
3 N -1.59987 0.24640 0.46310
4 C 0.56972 -0.91665 0.52954
5 N 1.17087 0.38744 0.49329
6 C 1.86995 0.72691 -0.73319
7 C 0.91743 1.31850 -1.76517
8 O -0.26260 1.46013 -1.54267
9 H -1.54312 -2.57715 -0.08864
10 H -2.49705 -2.32983 1.36972
11 H -0.84470 -2.93465 1.47306
12 H -0.88834 -0.68354 2.23958
13 H -2.56561 -0.05643 0.36471
14 H -1.15061 0.38842 -0.46010
15 H -1.49699 1.12436 0.97273
16 H 0.42922 -1.37689 -0.44515
17 H 1.15447 -1.68130 1.05635
18 H 1.68402 0.62670 1.31801
19 H 2.58384 1.51613 -0.50294
20 H 2.31716 -0.14964 -1.19035
21 H 1.36763 1.66835 -2.70017

Output
total charge = +1
multiplicity = 1
SMILES = C[C@H]([NH3+])CNCC=O
highest occupied orbital energy = -13.4 eV
HOMO-LUMO gap = 10.6 eV
molecular weight = 117.172 g/mol


--- b ---
Here is a gas-phase ion, C5H13N2O (charge +1) from the OMol25 dataset. Energies are from the ωB97M-V functional and the def2-TZVPD basis.

Positions of all 21 atoms, in Å:
1 N -1.31355 -1.03857 -2.71593
2 C -0.32605 -1.11290 -1.83049
3 C -0.07556 -0.16095 -0.84008
4 N -0.94898 1.07075 -0.57115
5 C 1.25826 -0.22480 -0.09432
6 C 0.84185 -0.76077 1.31908
7 C 0.75620 0.28939 2.52338
8 O 0.09086 1.43444 1.93487
9 H -2.09421 -0.42372 -2.68142
10 H -1.70423 -1.73758 -3.31301
11 H 0.67393 -1.68972 -1.97813
12 H -1.91697 0.89897 -0.40623
13 H -0.51571 1.67640 0.19240
14 H -0.99038 1.66050 -1.51527
15 H 1.79798 0.68463 -0.15389
16 H 1.89274 -0.98707 -0.67686
17 H -0.05428 -1.22876 1.16392
18 H 1.55773 -1.55329 1.65396
19 H 1.70701 0.66303 2.95775
20 H -0.07327 -0.14035 3.33422
21 H 0.10230 2.29640 2.48775

Output
total charge = +1
multiplicity = 1
SMILES = N/C=C(\[NH3+])CCCO
highest occupied orbital energy = -12.2 eV
HOMO-LUMO gap = 8.9 eV
molecular weight = 117.172 g/mol


--- c ---
Here is 2 unconnected molecules or ions with the total composition C5H13N2O from the OMol25 dataset. Energies are from the ωB97M-V functional and the def2-TZVPD basis.

Positions of all 21 atoms, in Å:
1 C 1.21898 1.99480 0.69783
2 O 2.24360 -1.02920 -0.32835
3 C 0.00897 1.14473 1.05607
4 C -1.01648 0.97584 -0.12572
5 C -0.43967 0.15768 -1.21306
6 N -1.18342 -1.79973 0.80948
7 C -1.08045 -2.07238 -0.41600
8 N -0.67282 -1.10198 -1.36821
9 H 1.05783 3.06944 0.78988
10 H 2.08441 1.69094 1.26990
11 H 1.47723 1.89427 -0.36131
12 H -0.57157 1.43904 1.92956
13 H 0.34584 0.17204 1.38303
14 H -1.82372 0.40397 0.33199
15 H -1.39392 1.94779 -0.42014
16 H 2.10376 -1.50818 0.49897
17 H -0.61117 0.59720 -2.20126
18 H -1.20569 -2.64181 1.38209
19 H 1.38530 -0.76571 -0.67271
20 H -1.40147 -3.04666 -0.75957
21 H -0.52553 -1.52208 -2.28244

Output
total charge = +1
multiplicity = 1
highest occupied orbital energy = -15.2 eV
HOMO-LUMO gap = 8.8 eV
molecular weight = 117.172 g/mol


Quick one: most stable of them? a


--- a ---
Here is 2 unconnected molecules or ions with the total composition C5H13N2O from the OMol25 dataset. Energies are from the ωB97M-V functional and the def2-TZVPD basis.

Positions of all 21 atoms, in Å:
1 C 1.64179 1.06423 -0.35555
2 C -1.08818 -0.28125 -1.54710
3 C -1.12784 -1.43169 0.65022
4 C -0.17971 1.71420 1.59687
5 C -0.33960 -1.05306 -0.52832
6 N 1.04564 0.78105 0.86626
7 N 0.90916 -1.39219 -0.74574
8 O 1.00858 1.71143 -1.23140
9 H 2.62676 0.79777 -0.54594
10 H -0.90053 -0.74145 -2.54301
11 H -2.14337 0.03335 -1.51970
12 H -0.44840 0.70101 -1.81231
13 H -1.55131 -0.79092 1.38874
14 H -1.99193 -1.85505 0.17842
15 H -0.65584 -2.34342 1.12565
16 H 0.02570 2.68843 2.05401
17 H -0.76605 1.71324 0.73498
18 H -0.46692 1.01778 2.29884
19 H 1.28552 -2.00497 -0.11530
20 H 1.36823 -0.80648 -1.53451
21 H 1.74830 0.47798 1.58488

Output
total charge = +1
multiplicity = 1
highest occupied orbital energy = -14.0 eV
HOMO-LUMO gap = 9.7 eV
molecular weight = 117.172 g/mol


--- b ---
Here is a gas-phase ion, C5H13N2O (charge +1) from the OMol25 dataset. Energies are from the ωB97M-V functional and the def2-TZVPD basis.

Positions of all 21 atoms, in Å:
1 C 0.50536 -2.09274 -0.46180
2 N 0.02051 -0.69742 -0.34935
3 C 0.42307 -0.05755 -1.58430
4 C 0.01516 1.37891 -1.69393
5 O -0.71157 1.87562 -0.86127
6 C 0.81924 -0.04338 0.72825
7 C -0.17942 0.70752 1.74674
8 N -1.55642 0.68127 1.21550
9 H -0.01137 -2.61188 -1.25741
10 H 0.37639 -2.62077 0.47836
11 H 1.58661 -2.11805 -0.61528
12 H -0.11203 -0.41892 -2.45691
13 H 1.49840 -0.09114 -1.81810
14 H 0.30975 1.96074 -2.58023
15 H 1.38125 0.79520 0.32907
16 H 1.36566 -0.72778 1.38167
17 H 0.08702 1.76289 1.75126
18 H -0.07377 0.28440 2.73501
19 H -1.53801 0.99451 0.22746
20 H -2.19578 1.26961 1.75025
21 H -2.01004 -0.23104 1.33501

Output
total charge = +1
multiplicity = 1
SMILES = CN(CC=O)CC[NH3+]
highest occupied orbital energy = -13.8 eV
HOMO-LUMO gap = 10.8 eV
molecular weight = 117.172 g/mol


Quick one: most stable of them? b


--- a ---
Here is 2 unconnected molecules or ions with the total composition C3H9S from the OMol25 dataset. Energies are from the ωB97M-V functional and the def2-TZVPD basis.

Positions of all 13 atoms, in Å:
1 S -2.02243 3.49918 0.94745
2 H -1.85712 2.99196 -0.27507
3 C 0.63087 0.53743 0.69803
4 C 0.89403 -0.82856 -0.11046
5 C -0.21931 -1.48179 -0.93088
6 H 1.52996 0.96018 1.10691
7 H 0.09941 1.39140 0.22362
8 H -0.23691 0.26605 1.48510
9 H 1.92966 -0.75422 -0.57412
10 H 0.96853 -1.45729 0.77896
11 H -0.02487 -2.49034 -1.29200
12 H -0.57030 -0.94182 -1.86695
13 H -1.12153 -1.69218 -0.19061

Output
total charge = -1
multiplicity = 1
highest occupied orbital energy = -2.4 eV
HOMO-LUMO gap = 6.0 eV
molecular weight = 77.172 g/mol


--- b ---
Here is 2 unconnected molecules or ions with the total composition C3H9S from the OMol25 dataset. Energies are from the ωB97M-V functional and the def2-TZVPD basis.

Positions of all 13 atoms, in Å:
1 S -2.20725 1.25306 -3.09915
2 H -1.66500 0.49336 -2.18317
3 C 1.54271 -0.17855 3.15480
4 C 0.85431 -0.88262 1.98231
5 C 1.79431 -1.33877 0.85910
6 H 1.33818 -0.88644 4.04760
7 H 1.43585 0.90033 3.22288
8 H 2.65764 -0.27610 2.98085
9 H 0.28826 -0.02645 1.35137
10 H 0.08648 -1.61984 2.41619
11 H 1.20293 -1.49333 -0.03484
12 H 2.54763 -0.51035 0.69517
13 H 2.27608 -2.23056 1.11312

Output
total charge = -1
multiplicity = 1
highest occupied orbital energy = -2.3 eV
HOMO-LUMO gap = 5.5 eV
molecular weight = 77.172 g/mol


--- c ---
Here is 2 unconnected molecules or ions with the total composition C3H9S from the OMol25 dataset. Energies are from the ωB97M-V functional and the def2-TZVPD basis.

Positions of all 13 atoms, in Å:
1 C 1.49300 1.33572 0.33811
2 C 0.44993 2.06943 1.16182
3 H 2.05265 0.59579 0.90163
4 H 2.24487 1.95985 -0.16875
5 H 0.95767 0.83328 -0.48629
6 H 0.91018 2.45801 2.08393
7 H -0.07398 2.81782 0.57387
8 H -0.27642 1.34057 1.52228
9 C -0.28954 -2.36493 -0.25965
10 S -1.02380 -0.77194 -0.80761
11 H -0.81972 -2.71358 0.62436
12 H -0.35360 -3.12618 -1.03007
13 H 0.76199 -2.14450 -0.08762

Output
total charge = -1
multiplicity = 1
highest occupied orbital energy = -2.0 eV
HOMO-LUMO gap = 6.3 eV
molecular weight = 77.172 g/mol


--- d ---
Here is 2 unconnected molecules or ions with the total composition C3H9S from the OMol25 dataset. Energies are from the ωB97M-V functional and the def2-TZVPD basis.

Positions of all 13 atoms, in Å:
1 S -3.19167 -1.01212 0.81159
2 H -3.30623 -0.38791 1.97952
3 C 0.31286 -0.01973 0.98099
4 C 0.28742 0.64444 -0.36378
5 C 1.06779 -0.10732 -1.41722
6 H -0.12617 -1.01606 0.95070
7 H -0.17721 0.52063 1.78547
8 H 1.33567 -0.12309 1.37598
9 H 0.76598 1.63723 -0.25286
10 H -0.71922 0.89427 -0.68784
11 H 1.14612 0.36752 -2.39779
12 H 2.08890 -0.36553 -1.13056
13 H 0.51576 -1.03232 -1.63420

Output
total charge = -1
multiplicity = 1
highest occupied orbital energy = -2.4 eV
HOMO-LUMO gap = 6.3 eV
molecular weight = 77.172 g/mol


Quick one: most stable of them? d